Entry 1:
# C4H5NO

One molecule with the formula C4H5NO (ωB97M-V/def2-TZVPD, OMol25).

XYZ file:
```
11
C4H5NO (ωB97M-V/def2-TZVPD)
C -0.22 0.72 -1.51
C 0.40 -0.26 -0.60
O 1.12 0.20 0.41
C 0.66 -0.57 1.47
C -0.69 -0.45 1.82
N -1.81 -0.35 2.12
H -0.34 0.31 -2.52
H -1.21 1.00 -1.14
H 0.39 1.63 -1.54
H 0.27 -1.33 -0.67
H 1.43 -0.90 2.15
```

Spin multiplicity: 1
Energy relative to the best compared isomer or geometry (same formula, charge and spin) in eV: 3.920
Orbital gap (spin up / spin down) in eV: 7.1 / 8.5
LUMO level (spin up / spin down) in eV: -0.8 / 0.0
HOMO level (spin up / spin down) in hartree: -0.2907 / -0.3135



Entry 2:
# C4H5NO

One molecule with the formula C4H5NO (ωB97M-V/def2-TZVPD, OMol25).

XYZ file:
```
11
C4H5NO (ωB97M-V/def2-TZVPD)
C -2.30 -0.03 0.33
C -0.91 0.19 0.19
C 0.28 0.35 0.17
C 1.45 -0.49 0.11
N 2.50 0.25 -0.28
O 1.42 -1.68 0.34
H -2.63 -0.72 -0.46
H -2.75 0.95 0.22
H -2.46 -0.45 1.33
H 3.43 -0.12 -0.22
H 2.28 1.23 -0.37
```

Spin multiplicity: 1
Energy relative to the best compared isomer or geometry (same formula, charge and spin) in eV: 1.837
SMILES string: CC#CC(N)=O
Orbital gap in eV: 10.5
LUMO level in eV: 0.9
HOMO level in hartree: -0.3547



Entry 3:
# C4H5NO

One molecule with the formula C4H5NO (ωB97M-V/def2-TZVPD, OMol25).

XYZ file:
```
11
C4H5NO (ωB97M-V/def2-TZVPD)
C 1.36 1.93 -0.59
C 0.47 0.86 -0.16
C -0.28 -0.01 0.21
C -1.24 -1.00 0.71
N -1.03 -2.26 0.25
O -2.15 -0.70 1.46
H 0.85 2.58 -1.31
H 2.27 1.54 -1.06
H 1.66 2.55 0.27
H -1.65 -2.99 0.57
H -0.25 -2.49 -0.35
```

Spin multiplicity: 1
Energy relative to the best compared isomer or geometry (same formula, charge and spin) in eV: 1.143
SMILES string: CC#CC(N)=O
Orbital gap in eV: 10.8
LUMO level in eV: 0.8
HOMO level in hartree: -0.3651



Entry 4:
# C4H5NO

One molecule with the formula C4H5NO (ωB97M-V/def2-TZVPD, OMol25).

XYZ file:
```
11
C4H5NO (ωB97M-V/def2-TZVPD)
N 3.06 0.28 0.46
C 2.03 -0.14 0.15
C 0.72 -0.69 -0.23
C -0.44 -0.01 0.48
C -1.42 0.79 -0.24
O -1.71 -0.54 0.17
H 0.72 -1.75 0.02
H 0.60 -0.61 -1.32
H -0.27 0.18 1.55
H -1.98 1.57 0.28
H -1.32 0.93 -1.31
```

Spin multiplicity: 1
Energy relative to the best compared isomer or geometry (same formula, charge and spin) in eV: 1.577
SMILES string: N#CC[C@H]1CO1
Orbital gap in eV: 11.8
LUMO level in eV: 0.8
HOMO level in hartree: -0.4042